(1)
{
  "formula": "C4H9N3",
  "method": "the ωB97M-V functional and the def2-TZVPD basis",
  "fmax_ev_per_a": 4.525,
  "spin_multiplicity": 1,
  "homo_energy_ev": -9.1,
  "lumo_energy_ev": 0.79,
  "smiles": "C/N=C\\N/C=N\\C",
  "e_above_lowest_ev": 1.612,
  "homo_lumo_gap_ev": 9.9,
  "symbols": ["C", "C", "C", "C", "H", "H", "H", "H", "H", "H", "H", "H", "H", "N", "N", "N"],
  "coordinates": [[0.624, 2.415, 0.397], [-0.793, 1.195, -1.051], [-0.920, -1.283, -0.778], [0.524, -2.409, 0.673], [1.063, 3.439, 0.425], [0.165, 2.315, 1.401], [1.515, 1.733, 0.394], [-1.569, 1.177, -1.828], [0.129, 0.101, 0.448], [-1.777, -1.258, -1.513], [0.887, -3.431, 0.862], [0.128, -2.059, 1.642], [1.394, -1.822, 0.383], [-0.222, 2.307, -0.789], [-0.618, -0.007, -0.366], [-0.531, -2.414, -0.300]],
  "mulliken_charge": [-0.9157, 0.1979, 0.2332, -0.8827, 0.2603, 0.3222, 0.3179, 0.2964, 0.2600, 0.2295, 0.2451, 0.3220, 0.3017, -0.4945, -0.2055, -0.4879]
}



(2)
{
  "formula": "C4H9N3",
  "method": "the ωB97M-V functional and the def2-TZVPD basis",
  "fmax_ev_per_a": 7.834,
  "spin_multiplicity": 1,
  "homo_energy_ev": -8.6,
  "lumo_energy_ev": 0.66,
  "smiles": "CN1CC=N[C@@H]1N",
  "e_above_lowest_ev": 4.567,
  "homo_lumo_gap_ev": 9.2,
  "symbols": ["C", "C", "C", "C", "H", "H", "H", "H", "H", "H", "H", "H", "H", "N", "N", "N"],
  "coordinates": [[1.566, -0.945, 0.033], [-1.032, -1.111, -0.191], [-2.016, 0.060, -0.154], [-0.075, 0.823, 0.427], [2.260, 0.018, 0.085], [1.719, -1.790, 0.853], [1.851, -1.608, -0.744], [-1.336, -1.728, -1.205], [-1.160, -1.693, 0.777], [-3.171, -0.352, 0.256], [0.339, 0.858, 1.505], [0.928, 2.758, -0.071], [0.504, 1.943, -1.267], [0.224, -0.339, -0.126], [-1.520, 1.263, 0.092], [0.920, 1.843, -0.270]],
  "mulliken_charge": [-0.9092, -0.5161, -0.0490, 0.0058, 0.3807, 0.2303, 0.3001, 0.2712, 0.3358, 0.2449, 0.2978, 0.2074, 0.2197, 0.1415, -0.5085, -0.6524]
}



(3)
{
  "formula": "C4H9N3",
  "method": "the ωB97M-V functional and the def2-TZVPD basis",
  "fmax_ev_per_a": 10.156,
  "spin_multiplicity": 1,
  "homo_energy_ev": -8.8,
  "lumo_energy_ev": 0.51,
  "smiles": "[H]/N=C(\\N)[C@@H]1CCN1",
  "e_above_lowest_ev": 4.979,
  "homo_lumo_gap_ev": 9.3,
  "symbols": ["C", "C", "C", "C", "H", "H", "H", "H", "H", "H", "H", "H", "H", "N", "N", "N"],
  "coordinates": [[-0.128, -1.204, -0.199], [-0.593, 0.192, 0.257], [-0.439, 1.558, -0.759], [0.810, 1.936, -0.003], [-1.395, -1.158, -1.602], [-0.761, -2.931, -1.459], [0.940, -2.542, 0.734], [-1.495, -0.066, 0.749], [-0.372, 1.341, -1.940], [-1.411, 2.149, -0.629], [1.663, 1.548, -0.265], [1.095, 3.072, 0.046], [1.142, 0.283, 1.424], [-0.899, -1.850, -1.000], [0.919, -1.460, 0.731], [0.365, 0.940, 1.292]],
  "mulliken_charge": [0.1922, -0.1580, -0.2962, -0.5867, 0.2692, 0.3105, 0.1817, 0.4323, 0.2524, 0.2566, 0.3289, 0.2431, 0.3957, -0.4189, -0.6531, -0.7498]
}



(4)
{
  "formula": "C4H9N3",
  "method": "the ωB97M-V functional and the def2-TZVPD basis",
  "fmax_ev_per_a": 5.791,
  "spin_multiplicity": 1,
  "homo_energy_ev": [-7.0, -7.9],
  "lumo_energy_ev": [-0.40, 0.49],
  "e_above_lowest_ev": 6.941,
  "homo_lumo_gap_ev": [6.6, 8.3],
  "symbols": ["C", "C", "C", "N", "C", "N", "N", "H", "H", "H", "H", "H", "H", "H", "H", "H"],
  "coordinates": [[0.151, 0.830, -0.876], [0.646, 1.576, 0.337], [-1.151, -0.539, -0.260], [1.704, -1.937, 0.485], [-2.385, -0.144, -0.008], [-0.404, -1.550, 0.129], [0.793, -1.421, -0.355], [2.604, -2.126, 0.068], [1.376, -2.208, 1.405], [0.927, 0.598, -1.600], [-0.613, 1.378, -1.423], [-3.206, -0.171, -0.717], [-2.760, 0.385, 0.863], [-0.178, 1.813, 1.014], [1.384, 0.994, 0.896], [1.111, 2.524, 0.041]],
  "mulliken_charge": [-0.5455, -0.8761, 0.4213, -0.4349, -0.6850, -0.6383, 0.1799, 0.2197, 0.2514, 0.3285, 0.3555, 0.2778, 0.2966, 0.2589, 0.2686, 0.3216]
}



(5)
{
  "formula": "C4H9N3",
  "method": "the ωB97M-V functional and the def2-TZVPD basis",
  "fmax_ev_per_a": 4.914,
  "spin_multiplicity": 1,
  "homo_energy_ev": [-8.6, -8.6],
  "lumo_energy_ev": [0.76, 0.76],
  "e_above_lowest_ev": 5.066,
  "homo_lumo_gap_ev": [9.3, 9.3],
  "symbols": ["C", "C", "C", "C", "N", "N", "N", "H", "H", "H", "H", "H", "H", "H", "H", "H"],
  "coordinates": [[-0.164, 1.293, -0.229], [1.094, 1.161, -0.152], [-0.931, 0.063, 0.461], [-1.961, -0.654, -0.338], [0.022, -0.725, 1.065], [1.776, 0.129, 0.548], [2.363, -0.659, -0.451], [-0.636, 2.034, -0.834], [1.669, 1.900, -0.706], [-1.376, 0.754, 1.219], [-2.836, -0.081, -0.333], [-2.025, -1.603, 0.119], [-1.622, -0.729, -1.369], [0.094, -0.493, 2.082], [2.928, -1.520, -0.044], [1.605, -0.870, -1.037]],
  "mulliken_charge": [-0.6884, -0.2622, 0.7956, -1.3097, -0.7389, -0.1634, -0.4421, 0.4163, 0.3225, 0.2250, 0.3344, 0.3986, 0.2859, 0.2953, 0.2939, 0.2371]
}



(6)
{
  "formula": "C4H9N3",
  "method": "the ωB97M-V functional and the def2-TZVPD basis",
  "fmax_ev_per_a": 0.943,
  "spin_multiplicity": 1,
  "homo_energy_ev": [-7.5, -8.2],
  "lumo_energy_ev": [0.43, 0.84],
  "e_above_lowest_ev": 5.171,
  "homo_lumo_gap_ev": [7.9, 9.0],
  "symbols": ["C", "C", "N", "C", "C", "N", "N", "H", "H", "H", "H", "H", "H", "H", "H", "H"],
  "coordinates": [[0.608, 1.415, 0.928], [-2.080, -0.643, -0.446], [1.868, -1.490, -0.048], [0.888, 0.524, -0.277], [-0.563, 1.069, 0.099], [0.707, -0.873, -0.234], [-1.246, -0.039, 0.564], [1.845, -2.495, -0.122], [2.594, -1.088, 0.537], [1.638, 0.881, -0.988], [-1.014, 1.777, -0.595], [1.027, 2.410, 0.837], [0.650, 0.967, 1.914], [-2.614, -1.496, -0.025], [-1.486, -0.991, -1.308], [-2.822, 0.071, -0.834]],
  "mulliken_charge": [-0.5716, -0.7717, -0.6159, -0.3484, 0.0394, 0.0745, -0.5048, 0.2170, 0.2179, 0.4686, 0.3933, 0.2607, 0.2600, 0.2675, 0.2852, 0.3281]
}



(7)
{
  "formula": "C4H9N3O",
  "method": "the ωB97M-V functional and the def2-TZVPD basis",
  "fmax_ev_per_a": 7.512,
  "spin_multiplicity": 1,
  "homo_energy_ev": -9.0,
  "lumo_energy_ev": 0.54,
  "e_above_lowest_ev": 4.910,
  "homo_lumo_gap_ev": 9.5,
  "symbols": ["C", "C", "C", "C", "H", "H", "H", "H", "H", "H", "H", "H", "H", "N", "N", "N", "O"],
  "coordinates": [[2.023, -0.414, 0.247], [0.664, -0.520, 0.488], [-0.236, -1.145, -0.247], [-2.403, 0.032, 0.053], [2.667, 1.620, 0.372], [2.135, 1.079, -1.234], [2.536, -1.392, 0.001], [2.637, -0.384, 1.301], [0.170, 0.079, 1.410], [0.392, -1.681, -1.155], [-2.259, -1.895, -0.507], [-0.807, 1.602, 0.183], [-2.931, 2.029, -0.614], [2.587, 0.769, -0.359], [-1.617, -1.077, -0.123], [-1.991, 1.410, 0.064], [-3.569, -0.112, 0.119]],
  "mulliken_charge": [-0.7306, -0.3262, 0.0596, 0.3536, 0.2601, 0.2392, 0.3360, 0.2808, 0.3467, 0.2065, 0.2915, 0.2860, 0.3267, -0.6097, -0.2088, -0.5322, -0.5792]
}



(8)
{
  "formula": "C4H9N3O",
  "method": "the ωB97M-V functional and the def2-TZVPD basis",
  "fmax_ev_per_a": 1.444,
  "spin_multiplicity": 1,
  "homo_energy_ev": -8.2,
  "lumo_energy_ev": 1.04,
  "smiles": "C=C=C(N)[C@@H](N)ON",
  "e_above_lowest_ev": 4.087,
  "homo_lumo_gap_ev": 9.2,
  "symbols": ["C", "C", "N", "N", "N", "C", "C", "O", "H", "H", "H", "H", "H", "H", "H", "H", "H"],
  "coordinates": [[1.155, 0.699, 0.321], [0.746, -0.425, -0.215], [-1.799, 0.873, -1.137], [1.529, -1.242, -1.042], [-0.716, -1.603, 1.311], [-0.647, -0.928, 0.062], [1.523, 1.805, 0.889], [-1.557, 0.261, 0.125], [-2.766, 1.189, -1.091], [-1.210, 1.706, -1.177], [1.017, -1.629, -1.823], [2.402, -0.819, -1.324], [-1.668, -1.891, 1.509], [-0.403, -0.991, 2.056], [-0.981, -1.595, -0.746], [1.336, 2.773, 0.443], [2.040, 1.816, 1.839]],
  "mulliken_charge": [-0.1948, 0.6337, -0.5678, -0.5482, -0.6337, 0.1662, -0.9247, -0.2346, 0.2498, 0.2271, 0.2311, 0.2477, 0.2675, 0.2900, 0.3271, 0.2205, 0.2430]
}



(9)
{
  "formula": "C4H9N3O",
  "method": "the ωB97M-V functional and the def2-TZVPD basis",
  "fmax_ev_per_a": 3.584,
  "spin_multiplicity": 1,
  "homo_energy_ev": -8.6,
  "lumo_energy_ev": 0.30,
  "smiles": "CN(C)/N=C(/N)C=O",
  "e_above_lowest_ev": 3.093,
  "homo_lumo_gap_ev": 8.9,
  "symbols": ["C", "C", "C", "C", "H", "H", "H", "H", "H", "H", "H", "H", "H", "N", "N", "N", "O"],
  "coordinates": [[-1.807, 0.232, -1.075], [-1.419, -0.600, 1.197], [1.324, 0.472, -0.142], [1.708, -0.871, -0.507], [-1.246, 0.699, -1.910], [-2.546, 0.859, -0.598], [-2.273, -0.681, -1.480], [-1.882, -1.575, 1.043], [-0.669, -0.603, 1.961], [-2.171, 0.134, 1.608], [3.350, 0.920, 0.374], [2.022, 1.973, 0.786], [1.151, -1.408, -1.349], [-0.844, -0.285, -0.137], [0.133, 0.807, 0.139], [2.413, 1.237, 0.166], [2.755, -1.310, -0.076]],
  "mulliken_charge": [-0.9212, -0.8907, 0.5142, 0.0979, 0.3178, 0.2965, 0.3229, 0.3258, 0.3040, 0.2888, 0.2586, 0.2719, 0.3132, 0.2469, -0.7585, -0.4842, -0.5039]
}



(10)
{
  "formula": "C4H9N3O",
  "method": "the ωB97M-V functional and the def2-TZVPD basis",
  "fmax_ev_per_a": 4.545,
  "spin_multiplicity": 1,
  "homo_energy_ev": -7.6,
  "lumo_energy_ev": 0.79,
  "smiles": "CN1CCON=CN1",
  "e_above_lowest_ev": 5.538,
  "homo_lumo_gap_ev": 8.4,
  "symbols": ["C", "C", "C", "C", "H", "H", "H", "H", "H", "H", "H", "H", "H", "N", "N", "N", "O"],
  "coordinates": [[-0.520, 0.924, -1.786], [1.105, 0.300, -0.140], [1.462, -0.984, 0.624], [-1.362, -0.533, 1.451], [-0.739, 1.947, -1.694], [-1.327, 0.363, -2.379], [0.425, 0.899, -2.365], [1.696, 0.238, -1.070], [1.147, 1.265, 0.624], [1.180, -1.874, 0.102], [2.570, -1.120, 0.884], [-2.407, -0.856, 1.636], [-2.000, 1.075, 0.229], [-0.279, 0.303, -0.476], [-0.515, -1.311, 2.056], [-1.288, 0.363, 0.426], [0.854, -0.999, 1.876]],
  "mulliken_charge": [-1.0261, -0.3542, -0.6341, -0.0095, 0.3835, 0.2889, 0.3053, 0.3084, 0.2747, 0.3849, 0.3117, 0.3240, 0.2888, 0.1278, -0.4325, -0.3011, -0.2407]
}



Please write out number 9 again, unchanged.
{
  "formula": "C4H9N3O",
  "method": "the ωB97M-V functional and the def2-TZVPD basis",
  "fmax_ev_per_a": 3.584,
  "spin_multiplicity": 1,
  "homo_energy_ev": -8.6,
  "lumo_energy_ev": 0.30,
  "smiles": "CN(C)/N=C(/N)C=O",
  "e_above_lowest_ev": 3.093,
  "homo_lumo_gap_ev": 8.9,
  "symbols": ["C", "C", "C", "C", "H", "H", "H", "H", "H", "H", "H", "H", "H", "N", "N", "N", "O"],
  "coordinates": [[-1.807, 0.232, -1.075], [-1.419, -0.600, 1.197], [1.324, 0.472, -0.142], [1.708, -0.871, -0.507], [-1.246, 0.699, -1.910], [-2.546, 0.859, -0.598], [-2.273, -0.681, -1.480], [-1.882, -1.575, 1.043], [-0.669, -0.603, 1.961], [-2.171, 0.134, 1.608], [3.350, 0.920, 0.374], [2.022, 1.973, 0.786], [1.151, -1.408, -1.349], [-0.844, -0.285, -0.137], [0.133, 0.807, 0.139], [2.413, 1.237, 0.166], [2.755, -1.310, -0.076]],
  "mulliken_charge": [-0.9212, -0.8907, 0.5142, 0.0979, 0.3178, 0.2965, 0.3229, 0.3258, 0.3040, 0.2888, 0.2586, 0.2719, 0.3132, 0.2469, -0.7585, -0.4842, -0.5039]
}



Copy entry 7 word for word.
{
  "formula": "C4H9N3O",
  "method": "the ωB97M-V functional and the def2-TZVPD basis",
  "fmax_ev_per_a": 7.512,
  "spin_multiplicity": 1,
  "homo_energy_ev": -9.0,
  "lumo_energy_ev": 0.54,
  "e_above_lowest_ev": 4.910,
  "homo_lumo_gap_ev": 9.5,
  "symbols": ["C", "C", "C", "C", "H", "H", "H", "H", "H", "H", "H", "H", "H", "N", "N", "N", "O"],
  "coordinates": [[2.023, -0.414, 0.247], [0.664, -0.520, 0.488], [-0.236, -1.145, -0.247], [-2.403, 0.032, 0.053], [2.667, 1.620, 0.372], [2.135, 1.079, -1.234], [2.536, -1.392, 0.001], [2.637, -0.384, 1.301], [0.170, 0.079, 1.410], [0.392, -1.681, -1.155], [-2.259, -1.895, -0.507], [-0.807, 1.602, 0.183], [-2.931, 2.029, -0.614], [2.587, 0.769, -0.359], [-1.617, -1.077, -0.123], [-1.991, 1.410, 0.064], [-3.569, -0.112, 0.119]],
  "mulliken_charge": [-0.7306, -0.3262, 0.0596, 0.3536, 0.2601, 0.2392, 0.3360, 0.2808, 0.3467, 0.2065, 0.2915, 0.2860, 0.3267, -0.6097, -0.2088, -0.5322, -0.5792]
}